[1]
Formula: C4H6OS
Source: OMol25
Level of theory: wB97M-V/def2-TZVPD

Last column: natural (NBO) charge in e.
CARTESIAN COORDINATES (ANGSTROEM)
1 S -1.30064 2.82674 0.76586  -0.06
2 O -2.00092 0.39781 0.36965  -0.65
3 C -0.97505 1.24508 0.53216  0.24
4 C 0.97864 -1.53939 -0.58299  -0.35
5 C 0.40215 0.60853 0.43009  -0.54
6 C 0.38340 -0.38657 -0.66919  -0.24
7 H 1.42253 -1.84941 0.38809  0.19
8 H 0.01252 -0.02794 -1.63051  0.22
9 H 0.99225 -2.29441 -1.37423  0.21
10 H -1.66564 -0.48200 0.11580  0.49
11 H 1.14527 1.37569 0.26428  0.26
12 H 0.60548 0.12587 1.39098  0.24

Forces on the atoms, in the same order (eV/Å):
0.4 -0.5 0.0
0.3 -0.3 0.0
-0.3 0.8 0.0
0.6 -2.3 0.9
-1.0 0.3 0.4
0.4 1.2 -1.0
-0.3 0.2 -0.8
-0.2 -0.2 0.1
0.1 0.5 0.1
-0.1 0.1 0.1
0.1 0.3 0.0
0.1 0.0 0.0

* energy relative to the best compared isomer or geometry (same formula, charge and spin): 1.241 eV
* HOMO level: -8.6687 eV
* frontier orbital gap: 9.21 eV
* E_LUMO: 0.5 eV
* net charge: 0
* structure (SMILES): C=CCC(O)=S

=====

[2]
Formula: C17H41NNiO12PdS6
Source: OMol25
Level of theory: wB97M-V/def2-TZVPD

Last column: Mulliken spin population.
CARTESIAN COORDINATES (ANGSTROEM)
1 Pd 1.90391 -2.28720 0.15480  1.63
2 Ni -1.67249 1.69010 0.66217  1.76
3 S 5.23550 -1.18386 0.85707  0.00
4 S 0.11373 -0.23718 0.31855  -0.01
5 S 0.78891 -0.41107 5.82846  0.00
6 S 0.74018 4.06498 1.43690  0.01
7 S 2.39453 -1.07908 -3.03808  0.01
8 S -0.03590 -5.01024 -1.08751  0.01
9 O -0.12494 -1.65330 0.05243  0.10
10 O 0.22393 -1.80650 6.01987  0.00
11 O -0.41785 0.72709 -0.65892  0.06
12 O -0.28239 2.93218 1.37838  0.02
13 O 0.79141 -4.09505 -0.20713  0.03
14 O 1.92533 -2.08867 -1.99499  0.08
15 O -0.40486 3.41904 -4.15358  0.00
16 O -2.62022 3.20482 -4.33384  0.00
17 O 3.83196 -1.73810 1.11114  0.04
18 O -0.62957 0.26787 1.49800  0.11
19 O -1.50222 4.72326 -5.60374  0.00
20 O 1.56606 -0.25594 0.60381  0.08
21 N -3.25174 0.64331 -0.34618  0.03
22 C 0.89986 -0.22497 3.99992  0.00
23 C 2.54834 -0.35106 6.32051  0.00
24 C 2.28092 3.11209 1.52968  0.00
25 C -1.50791 3.86776 -4.77596  0.00
26 C 0.84470 -0.65443 -3.88561  0.00
27 C 3.16452 -2.11851 -4.31494  0.01
28 C 4.91219 0.58021 0.86242  0.00
29 C -1.48091 -5.59266 -0.14303  0.00
30 C -5.85689 0.63163 -0.24477  0.00
31 C -7.88342 0.24522 1.27110  0.00
32 C -6.36672 0.32861 1.17910  0.00
33 C -4.40086 0.63881 -0.30145  0.00
34 C -2.16945 2.13864 -3.47974  0.00
35 C 5.92637 -1.24357 2.55884  0.00
36 C 0.93469 4.65788 -0.30209  0.00
37 C -0.84380 2.67956 -2.98919  0.01
38 C -1.08287 -3.93789 -2.12834  0.00
39 H -2.12992 -6.08461 -0.87092  0.00
40 H 6.76796 -0.59200 2.81308  0.00
41 H 0.14475 -0.90784 3.62156  0.00
42 H 1.68437 5.44645 -0.26417  0.00
43 H -1.75575 -4.58645 -2.69156  0.00
44 H -1.58840 -3.17973 -1.52914  0.00
45 H 0.88898 0.28562 -4.42906  0.00
46 H 2.65061 -3.04132 -4.57560  0.00
47 H 2.58906 0.09450 7.31844  0.00
48 H 3.09343 0.39752 5.74155  0.00
49 H 4.20713 -2.32196 -4.07808  0.00
50 H 0.18968 -0.54264 -3.01874  0.00
51 H 3.11506 3.77563 1.30106  0.00
52 H -1.26288 -6.38571 0.56818  0.00
53 H 2.32261 2.75631 2.55589  0.00
54 H -0.09176 1.89802 -2.90680  0.00
55 H -2.09030 1.10616 -3.81344  0.00
56 H 4.45692 0.87040 -0.08208  0.00
57 H -6.24612 1.61204 -0.53459  0.00
58 H -8.23609 0.99676 0.56101  0.00
59 H -0.81326 3.42846 -2.19382  0.00
60 H 2.98679 -1.34301 6.39321  0.00
61 H 1.87113 -0.35444 3.53394  0.00
62 H -0.63372 -3.34069 -2.92632  0.00
63 H -0.01126 5.11127 -0.58884  0.00
64 H -5.82914 -0.58089 1.46700  0.00
65 H -8.27585 -0.72938 0.97029  0.00
66 H 1.20236 3.76882 -0.86485  0.00
67 H 0.42105 0.75565 3.98065  0.00
68 H -8.32310 0.36604 2.25722  0.00
69 H 6.00476 -2.22163 3.02591  0.00
70 H -1.96361 -4.70840 0.26436  0.00
71 H 2.19902 2.31361 0.79643  0.00
72 H -6.16119 -0.06982 -1.02683  0.00
73 H 5.80614 1.17359 1.05577  0.00
74 H 0.57769 -1.52152 -4.48312  0.00
75 H -6.04630 1.07454 1.91017  0.00
76 H -2.82793 2.17810 -2.60678  0.00
77 H 5.21260 -0.73306 3.22684  0.00
78 H 4.20657 0.73700 1.67650  0.00
79 H 3.19588 -1.48518 -5.20831  0.00

Forces on the atoms, in the same order (eV/Å):
1.0 -0.7 -0.2
1.2 -0.8 -0.6
-0.3 -0.1 1.5
-0.2 -0.2 1.9
-0.4 -1.8 -0.2
0.2 -0.3 -1.0
0.2 -0.8 -0.5
-0.1 0.5 -0.4
-2.1 -0.1 -0.9
0.9 1.3 0.2
0.7 0.5 -2.2
-0.8 0.3 -0.1
-0.4 -1.3 0.1
0.0 0.0 -0.2
0.0 -0.1 0.4
0.6 -1.0 -0.3
0.6 -0.4 -0.3
-0.7 -0.5 1.5
-0.3 -0.6 0.5
0.4 2.3 -0.3
0.3 0.8 0.9
-0.7 0.4 1.3
-0.2 0.6 0.6
-0.4 0.7 0.0
-0.2 1.0 -1.3
0.4 -0.3 0.8
0.3 0.9 -0.6
0.1 0.3 0.2
0.2 -0.1 -0.4
-0.2 0.5 0.1
-0.1 -0.6 -0.9
0.6 -0.9 0.7
-0.3 0.3 0.0
-0.6 1.5 2.5
-0.7 1.2 1.2
-0.2 -0.2 1.5
1.6 -0.1 -1.7
-0.2 0.4 -0.6
0.0 0.3 -0.2
0.6 -0.5 -1.0
0.2 -0.2 0.0
0.2 -0.2 -0.2
-0.3 -0.1 0.4
-0.2 -0.4 0.3
0.2 -0.1 -0.2
-0.4 0.1 0.5
-0.3 -0.3 0.1
0.0 -0.4 -0.5
-0.1 0.0 0.4
-0.2 0.0 -0.2
0.0 0.0 0.1
0.5 0.4 0.3
0.2 -0.2 -0.1
-0.1 0.1 0.8
-0.2 0.3 -1.0
0.1 -0.1 -0.1
0.3 0.0 -0.3
-0.6 0.0 0.4
-0.5 -0.6 0.4
0.0 0.0 -0.5
0.0 0.2 0.0
1.0 -0.4 0.3
-0.1 -0.1 -0.1
-0.5 -0.1 0.3
0.2 0.1 -0.4
0.1 0.2 -0.3
0.6 0.3 -1.0
0.4 0.5 0.1
0.3 -0.3 -0.8
-0.1 -0.2 0.3
0.0 -0.2 0.1
-0.3 -0.2 0.3
0.1 -0.2 -0.2
-0.3 0.2 -0.2
0.3 0.3 -0.4
-0.3 -0.5 -0.3
-0.6 -0.2 -0.6
-0.1 0.0 0.0
-0.1 0.0 0.0

* HOMO level (spin up / spin down): -12.2982 / -12.2975 eV
* multiplicity: 5
* frontier orbital gap (spin up / spin down): 6.81 / 5.69 eV
* E_LUMO (spin up / spin down): -5.5 / -6.6 eV
* net charge: +2
* ⟨S²⟩: 6.0079